This record from the Open Molecules 2025 dataset describes a cluster of 9 separate species, C93H219N3O4P5 in total. The level of theory is wB97M-V/def2-TZVPD.

Structure (XYZ):
```
324
Properties=species:S:1:pos:R:3:forces:R:3:lowdin_charge:R:1
C -0.369 1.024 -2.229 -0.2 -0.5 -0.4 -0.10
O -1.362 0.636 -3.249 0.8 0.4 1.4 -0.20
H -0.482 0.411 -1.304 -0.2 0.4 -0.7 0.08
H 0.579 0.750 -2.664 0.5 0.4 0.0 0.07
H -0.416 2.099 -1.941 0.0 -0.6 -0.4 0.06
C 5.030 1.533 -2.284 0.6 -1.1 0.5 -0.11
C 5.177 2.986 -2.097 -1.6 2.0 0.2 -0.28
C 5.103 3.737 -3.407 1.6 0.6 -0.4 -0.24
C 6.296 3.270 -4.281 0.0 -0.5 -0.8 -0.26
P 6.554 4.082 -5.895 -0.8 0.6 0.4 0.99
C 5.203 3.618 -6.947 -1.9 0.6 -0.9 -0.27
C 4.907 2.165 -7.395 0.7 -0.4 0.3 -0.21
C 4.095 1.315 -6.388 -0.7 0.4 -2.0 -0.22
C 2.585 1.740 -6.525 1.0 0.2 1.4 -0.10
C 6.428 5.893 -5.642 0.0 -1.5 1.0 -0.29
C 6.604 6.738 -6.860 -0.1 1.0 -0.9 -0.23
C 6.515 8.253 -6.465 -2.1 -0.6 -2.2 -0.27
C 7.292 8.708 -5.317 1.4 0.4 1.8 -0.13
C 8.048 3.627 -6.695 2.0 -0.8 -0.6 -0.26
C 8.586 2.235 -6.257 -1.8 -0.1 0.5 -0.28
C 9.909 1.807 -6.780 1.3 0.2 -0.5 -0.28
C 10.247 0.361 -6.392 0.1 0.7 -1.7 -0.09
H 5.965 1.186 -2.705 -0.1 -0.7 -0.3 0.07
H 4.155 1.201 -2.862 0.3 0.4 -0.1 0.08
H 4.949 1.084 -1.312 0.0 -0.5 0.5 0.07
H 6.068 3.357 -1.599 0.4 -0.7 0.2 0.13
H 4.377 3.349 -1.436 -0.1 0.1 -0.2 0.11
H 5.182 4.810 -3.196 0.2 -0.1 -0.2 0.11
H 4.199 3.621 -3.945 -1.2 -0.5 -0.4 0.07
H 6.328 2.165 -4.495 -0.3 1.1 0.2 0.09
H 7.188 3.454 -3.719 0.8 0.2 0.4 0.10
H 5.228 4.268 -7.845 0.4 -0.3 0.4 0.11
H 4.344 4.066 -6.412 -0.1 -0.4 -0.1 0.08
H 5.859 1.665 -7.567 0.1 0.0 -0.1 0.09
H 4.402 2.158 -8.384 0.2 0.2 0.7 0.13
H 4.493 1.409 -5.406 0.0 0.4 1.0 0.06
H 4.252 0.243 -6.606 -0.4 0.5 -0.3 0.12
H 1.995 0.916 -6.133 -0.5 0.0 -0.4 0.05
H 2.344 2.056 -7.554 0.0 -0.5 0.5 0.08
H 2.367 2.597 -5.839 0.2 -0.4 -0.6 0.06
H 7.180 6.113 -4.882 0.1 0.0 0.1 0.10
H 5.440 6.007 -5.144 0.4 0.3 -0.4 0.10
H 5.770 6.460 -7.539 0.5 0.5 0.0 0.10
H 7.552 6.567 -7.405 -0.3 -0.2 0.4 0.13
H 5.430 8.426 -6.324 0.3 0.1 0.4 0.11
H 6.709 8.902 -7.332 0.3 -0.5 0.0 0.13
H 6.908 8.310 -4.349 0.5 0.2 -0.5 0.09
H 7.299 9.789 -5.236 -0.6 0.3 0.1 0.09
H 8.384 8.565 -5.421 -0.4 -0.7 0.1 0.10
H 8.817 4.403 -6.518 -0.3 -0.3 -0.1 0.12
H 7.892 3.536 -7.785 -0.2 0.5 0.3 0.13
H 7.784 1.481 -6.527 0.9 0.5 0.4 0.12
H 8.685 2.252 -5.169 -0.2 -0.2 0.1 0.11
H 10.680 2.485 -6.412 0.0 0.1 0.3 0.12
H 10.026 1.900 -7.875 -0.5 -0.1 0.3 0.13
H 9.556 -0.225 -6.993 -0.1 -0.6 0.3 0.07
H 10.182 0.122 -5.343 0.0 0.0 0.3 0.07
H 11.241 0.173 -6.816 -0.2 -0.3 0.5 0.09
C -2.218 10.379 -2.412 1.3 -1.0 -1.0 -0.10
C -2.201 9.710 -1.062 -1.2 -0.3 -0.1 -0.26
C -2.344 8.194 -1.205 -0.6 -0.7 -0.4 -0.24
C -1.137 7.535 -1.896 0.0 0.3 -0.5 -0.27
P -1.150 5.774 -2.260 0.8 -0.5 1.1 0.99
C -2.649 5.287 -3.080 0.0 0.7 -1.2 -0.26
C -3.003 6.102 -4.380 -0.6 -0.8 1.1 -0.23
C -4.413 5.743 -4.819 -0.8 -0.5 -1.2 -0.28
C -4.916 6.707 -5.905 0.8 0.3 -1.1 -0.09
C 0.428 5.364 -3.082 1.0 0.7 0.3 -0.25
C 0.531 5.767 -4.593 -0.2 -0.2 0.3 -0.24
C 1.964 6.107 -5.092 -0.5 -0.2 0.2 -0.25
C 1.957 6.559 -6.573 0.0 -1.3 0.6 -0.07
C -1.323 4.892 -0.651 1.4 0.5 -1.5 -0.25
C -0.095 5.121 0.245 -0.3 -0.9 0.1 -0.26
C -0.243 4.286 1.487 0.9 0.3 2.1 -0.26
C 0.828 4.697 2.591 -2.5 0.3 -0.2 -0.06
H -3.143 10.191 -2.957 0.0 0.1 0.0 0.08
H -1.359 9.916 -3.020 -1.1 1.1 0.5 0.09
H -2.073 11.439 -2.306 0.2 0.4 -0.2 0.08
H -3.103 10.039 -0.488 1.0 0.0 -0.1 0.13
H -1.268 9.956 -0.557 -0.2 0.0 0.4 0.12
H -3.299 7.933 -1.757 0.9 0.4 0.4 0.13
H -2.448 7.776 -0.215 -0.1 -0.3 0.5 0.09
H -0.195 7.756 -1.383 -0.1 -0.2 0.2 0.12
H -0.993 7.992 -2.869 0.0 0.2 -0.4 0.07
H -3.299 5.460 -2.210 -0.7 0.1 -0.6 0.09
H -2.709 4.220 -3.318 0.3 0.0 0.3 0.10
H -2.251 5.955 -5.169 -0.3 -0.1 0.2 0.10
H -3.059 7.152 -4.149 0.4 0.6 0.2 0.10
H -5.098 5.724 -3.957 0.2 0.1 -0.2 0.12
H -4.482 4.745 -5.283 0.4 -0.1 0.4 0.10
H -4.071 6.953 -6.632 -0.9 -0.2 0.9 0.10
H -5.236 7.634 -5.447 0.0 0.4 0.0 0.07
H -5.743 6.361 -6.557 0.4 -0.1 0.7 0.09
H 0.638 4.299 -2.903 -0.2 0.1 -0.3 0.08
H 1.263 5.866 -2.522 -0.9 -0.1 -0.2 0.11
H -0.104 6.641 -4.846 0.2 -0.5 0.3 0.11
H 0.089 4.883 -5.085 0.3 0.5 -0.5 0.10
H 2.614 5.240 -4.914 0.0 0.0 -0.2 0.07
H 2.398 6.916 -4.478 -0.3 -0.2 -0.1 0.12
H 2.986 6.561 -6.945 -0.3 0.1 -0.2 0.07
H 1.543 7.543 -6.620 -0.2 0.7 -0.2 0.08
H 1.324 5.897 -7.199 0.5 0.3 0.3 0.07
H -1.498 3.827 -0.891 -0.1 0.4 0.4 0.08
H -2.209 5.386 -0.259 -0.2 -0.4 0.5 0.09
H 0.028 6.166 0.459 -0.3 0.6 0.4 0.11
H 0.876 4.839 -0.141 0.1 -0.2 -1.0 0.11
H -0.089 3.226 1.309 -0.3 -0.3 -0.5 0.10
H -1.263 4.416 1.893 0.4 -0.1 0.0 0.09
H 0.577 5.746 2.776 0.7 0.1 0.1 0.08
H 1.864 4.570 2.300 0.0 -0.1 -0.1 0.07
H 0.579 4.196 3.543 0.5 -0.1 -0.5 0.06
C -5.433 6.958 3.753 0.1 1.3 -1.0 -0.11
C -3.916 6.865 3.945 -0.7 -0.8 0.4 -0.27
C -3.588 6.643 5.432 0.1 -0.2 -0.4 -0.23
C -4.470 5.484 5.950 -1.4 0.7 0.5 -0.29
P -4.065 4.597 7.449 0.2 -0.2 0.2 0.98
C -5.327 3.320 7.751 0.1 0.1 0.6 -0.25
C -5.087 2.376 8.957 0.3 0.1 -0.6 -0.22
C -6.097 1.210 8.984 0.5 -0.3 1.6 -0.26
C -7.451 1.594 9.514 -1.5 1.3 -0.4 -0.12
C -2.482 3.760 7.279 -0.2 0.3 -0.3 -0.26
C -2.471 2.388 6.563 0.1 0.8 1.9 -0.22
C -3.067 2.269 5.185 0.3 -1.3 -0.7 -0.26
C -2.326 2.865 4.005 0.5 1.1 -0.2 -0.11
C -4.014 5.719 8.833 -1.4 0.3 -0.4 -0.28
C -2.804 6.658 8.952 -0.2 -2.2 1.1 -0.23
C -3.019 7.604 10.104 -0.9 0.4 0.5 -0.24
C -3.289 6.839 11.397 0.6 -0.8 -0.2 -0.10
H -5.636 7.248 2.701 -0.1 -0.2 0.6 0.08
H -5.865 7.768 4.382 0.1 -0.7 -0.3 0.10
H -5.918 6.000 3.919 -0.2 0.1 0.1 0.06
H -3.409 7.773 3.656 0.1 0.3 -0.4 0.11
H -3.580 6.010 3.315 0.2 0.5 0.4 0.09
H -3.795 7.602 5.965 0.1 -0.9 -0.1 0.14
H -2.514 6.434 5.499 -0.1 0.0 0.3 0.10
H -4.700 4.699 5.226 0.4 0.1 -0.4 0.08
H -5.484 5.920 6.169 0.8 -0.4 -0.1 0.12
H -5.323 2.669 6.888 -0.4 0.1 -0.5 0.08
H -6.274 3.846 7.890 -0.1 -0.1 -0.4 0.11
H -5.093 2.959 9.885 -0.1 -0.3 0.0 0.12
H -4.082 1.962 8.814 -0.1 0.0 0.4 0.08
H -5.773 0.521 9.787 0.5 0.0 -0.6 0.12
H -6.112 0.635 8.048 -0.1 0.3 0.1 0.11
H -7.989 2.334 8.905 0.2 -0.1 -0.2 0.07
H -7.425 2.082 10.496 0.4 -0.3 0.0 0.09
H -8.161 0.780 9.598 0.2 -0.4 0.0 0.08
H -2.205 3.605 8.316 0.4 -0.1 0.2 0.10
H -1.741 4.440 6.854 -0.1 0.2 0.0 0.10
H -2.944 1.744 7.320 -0.1 -0.3 -0.8 0.09
H -1.413 2.153 6.684 0.1 -0.5 -0.9 0.12
H -4.114 2.572 5.117 0.0 0.2 0.3 0.09
H -3.100 1.203 4.949 -0.2 -0.2 0.2 0.10
H -1.273 2.532 3.897 -0.6 -0.1 0.2 0.08
H -2.269 3.967 4.102 0.0 -0.3 -0.2 0.06
H -2.869 2.639 3.072 0.3 0.1 0.3 0.06
H -4.222 5.093 9.687 0.5 -0.2 0.6 0.08
H -4.984 6.265 8.760 0.5 0.1 -0.2 0.13
H -2.560 7.011 7.984 0.2 1.1 -0.8 0.08
H -1.976 5.983 9.251 0.0 0.4 -0.2 0.12
H -3.905 8.257 9.993 0.6 0.0 -0.5 0.13
H -2.134 8.209 10.259 0.1 0.3 -0.1 0.12
H -4.277 6.389 11.486 -0.2 0.4 0.0 0.07
H -3.074 7.482 12.229 -0.3 0.2 0.5 0.08
H -2.606 5.988 11.483 0.2 0.0 0.1 0.08
C -6.842 -9.073 5.293 1.2 -0.4 2.5 -0.08
C -6.385 -7.896 6.265 -1.2 -0.3 -0.6 -0.25
C -4.871 -7.705 6.437 -0.2 -0.7 -0.8 -0.22
C -4.324 -7.344 5.011 1.0 -0.2 0.4 -0.25
P -2.475 -7.287 4.950 -1.5 0.4 -1.8 1.02
C -1.751 -8.804 5.454 -0.8 -1.3 0.5 -0.26
C -2.233 -10.017 4.562 0.8 0.4 1.0 -0.21
C -1.763 -11.402 5.071 -0.3 0.5 -2.0 -0.27
C -2.243 -11.824 6.410 0.7 -0.8 1.3 -0.11
C -1.968 -7.077 3.143 0.0 -0.8 1.4 -0.25
C -2.713 -6.049 2.358 0.2 2.3 -0.5 -0.27
C -2.267 -5.984 0.891 0.3 0.0 -0.4 -0.27
C -2.854 -4.822 0.141 -2.0 0.1 -0.8 -0.13
C -1.984 -5.914 6.016 0.3 -0.6 -0.3 -0.25
C -2.301 -4.501 5.524 0.4 0.0 0.6 -0.25
C -1.090 -3.847 4.883 0.2 1.0 -1.6 -0.27
C -1.458 -2.379 4.470 -0.2 -0.2 0.1 -0.10
H -6.511 -10.070 5.755 -0.1 1.3 -0.9 0.10
H -6.472 -8.939 4.283 -0.3 -0.2 -0.1 0.04
H -7.921 -9.117 5.369 -0.2 0.1 -0.5 0.07
H -6.901 -8.081 7.219 0.5 0.1 -0.2 0.12
H -6.846 -6.970 5.864 0.3 -0.3 0.2 0.11
H -4.462 -8.668 6.824 0.0 0.6 -0.4 0.12
H -4.615 -6.924 7.167 -0.2 -0.1 -0.2 0.11
H -4.587 -6.314 4.741 -0.3 -0.1 0.1 0.09
H -4.738 -8.021 4.230 0.5 0.4 0.5 0.09
H -2.156 -9.029 6.445 0.1 0.2 0.2 0.10
H -0.686 -8.625 5.599 0.2 -0.5 -0.3 0.11
H -1.889 -9.876 3.570 0.7 0.0 -1.1 0.06
H -3.317 -9.982 4.430 -0.1 -0.1 0.6 0.11
H -0.656 -11.509 5.001 -0.7 0.3 0.1 0.13
H -2.154 -12.074 4.296 0.1 -0.1 0.1 0.12
H -2.225 -12.926 6.419 0.4 0.4 0.4 0.10
H -3.261 -11.623 6.732 -0.2 0.6 -0.4 0.08
H -1.528 -11.405 7.143 -0.6 -0.5 0.1 0.09
H -2.053 -8.084 2.687 -0.2 0.6 0.4 0.07
H -0.897 -6.858 3.169 0.1 0.1 0.0 0.09
H -2.578 -5.011 2.757 0.5 -0.7 0.0 0.10
H -3.787 -6.085 2.440 -0.6 -0.8 -0.2 0.11
H -2.626 -6.869 0.343 0.8 -0.2 0.3 0.12
H -1.162 -5.795 0.822 -0.7 -0.9 0.2 0.11
H -2.766 -3.942 0.725 0.6 1.3 0.4 0.04
H -3.973 -4.893 0.044 0.9 -0.3 -0.1 0.10
H -2.444 -4.664 -0.877 -0.1 -0.2 0.7 0.08
H -0.905 -6.046 6.160 -0.1 0.2 0.2 0.11
H -2.480 -6.151 6.959 0.1 0.1 0.1 0.10
H -2.549 -3.890 6.398 -0.1 -0.1 0.0 0.13
H -3.182 -4.461 4.882 0.0 0.0 -0.1 0.10
H -0.712 -4.402 3.986 -0.4 0.2 0.5 0.09
H -0.236 -3.813 5.551 0.0 -0.1 0.4 0.11
H -2.071 -2.371 3.551 0.3 -0.1 0.2 0.06
H -0.586 -1.695 4.300 -0.7 -0.7 0.4 0.08
H -2.137 -1.996 5.268 0.7 0.2 -0.5 0.08
C 8.737 -8.789 2.707 0.8 -1.5 -1.5 -0.12
C 7.954 -7.533 2.939 0.5 0.4 -0.2 -0.26
C 6.587 -7.591 2.228 1.3 0.8 0.7 -0.25
C 5.838 -6.252 2.266 -0.1 0.1 0.2 -0.26
P 4.377 -6.230 1.195 0.5 -0.9 -0.1 1.01
C 4.839 -6.188 -0.591 0.6 0.4 0.8 -0.22
C 5.705 -4.895 -0.896 -0.6 -1.2 0.1 -0.23
C 5.877 -4.722 -2.371 0.6 0.6 -1.8 -0.28
C 6.450 -3.349 -2.768 -0.5 0.1 0.1 -0.09
C 3.415 -7.692 1.718 1.4 -0.4 0.1 -0.28
C 2.129 -7.968 1.022 -0.7 -0.1 -2.4 -0.28
C 1.447 -9.215 1.560 -0.1 -0.1 -0.3 -0.26
C 0.048 -9.550 1.068 -0.3 -0.3 -0.2 -0.09
C 3.362 -4.817 1.568 -0.2 1.2 0.2 -0.28
C 2.460 -4.350 0.417 -0.3 0.1 1.3 -0.23
C 1.469 -3.206 0.839 0.1 -2.5 0.0 -0.25
C 2.140 -1.979 1.343 0.2 0.5 0.8 -0.11
H 9.039 -8.918 1.646 -0.4 0.3 0.2 0.09
H 8.192 -9.709 2.921 -0.1 0.1 0.3 0.08
H 9.714 -8.868 3.181 -0.2 0.4 0.6 0.09
H 8.552 -6.721 2.490 -0.3 0.1 0.5 0.12
H 7.880 -7.423 4.017 -0.3 0.6 0.1 0.12
H 6.030 -8.352 2.726 -0.6 -0.7 0.0 0.10
H 6.892 -7.877 1.233 -0.6 -0.2 -0.7 0.11
H 6.520 -5.425 2.059 -0.1 0.1 -0.4 0.10
H 5.446 -6.013 3.268 0.1 -0.3 -0.1 0.12
H 3.918 -6.185 -1.167 -0.2 0.1 -0.1 0.08
H 5.352 -7.126 -0.856 0.1 0.4 0.2 0.11
H 6.670 -4.938 -0.392 0.0 -0.1 0.1 0.12
H 5.181 -3.993 -0.573 0.0 -0.1 0.4 0.09
H 4.938 -4.849 -2.893 -0.7 0.2 0.1 0.10
H 6.470 -5.454 -2.917 0.4 -0.5 0.7 0.12
H 6.286 -3.150 -3.829 0.3 -0.2 0.0 0.08
H 7.490 -3.198 -2.509 0.3 -0.3 -0.1 0.08
H 5.940 -2.554 -2.242 -0.4 0.3 0.3 0.05
H 3.348 -7.649 2.823 -0.1 0.1 -0.4 0.13
H 4.047 -8.560 1.488 0.2 0.1 0.3 0.11
H 2.400 -8.173 -0.065 -0.5 0.5 1.0 0.14
H 1.458 -7.100 1.031 -0.1 -0.1 0.1 0.09
H 1.487 -9.074 2.611 -0.2 -0.4 1.3 0.09
H 2.007 -10.101 1.287 0.7 0.0 0.3 0.12
H 0.110 -9.516 -0.028 -0.5 0.0 0.1 0.08
H -0.736 -8.856 1.431 0.5 -0.4 -0.4 0.04
H -0.215 -10.608 1.343 0.2 1.1 -0.2 0.10
H 4.042 -4.017 1.925 -0.5 -0.3 0.0 0.11
H 2.665 -5.101 2.359 0.4 -0.1 0.5 0.11
H 2.015 -5.267 0.048 -0.8 0.2 -0.2 0.09
H 3.083 -4.009 -0.354 0.8 0.7 -1.3 0.07
H 0.790 -3.650 1.597 0.1 0.4 -0.3 0.10
H 0.883 -2.985 -0.041 -0.4 0.2 -0.2 0.10
H 2.705 -2.104 2.275 -0.3 -0.2 -0.1 0.08
H 1.391 -1.206 1.516 0.1 0.1 0.0 0.07
H 2.860 -1.622 0.633 0.4 0.4 -0.6 0.07
C -2.449 0.372 0.919 0.9 0.7 1.5 -0.05
C -3.638 0.411 -0.004 -1.1 -1.5 0.1 -0.38
C -4.744 1.309 0.554 0.7 -0.2 0.3 -0.22
O -4.131 2.550 0.756 -0.4 2.0 0.1 -0.24
C -5.067 3.661 0.918 -0.5 -0.9 -1.6 -0.04
N -3.225 0.941 -1.316 -0.4 0.4 -0.2 0.03
H -2.790 1.850 -1.117 -0.1 -0.3 0.0 0.07
H -2.078 0.410 -2.615 -0.8 0.0 -0.3 0.02
H -4.097 1.217 -1.780 0.3 -0.2 -0.2 0.10
H -1.767 1.180 0.636 0.2 -0.2 -0.1 0.06
H -1.863 -0.544 1.080 -0.4 0.0 -0.7 0.08
H -2.701 0.686 1.948 -0.3 -0.3 -0.4 0.07
H -4.077 -0.621 -0.155 0.5 1.0 0.1 0.16
H -5.176 0.986 1.484 0.0 -0.7 0.7 0.13
H -5.581 1.324 -0.112 -0.6 0.4 -0.9 0.12
H -5.439 3.981 -0.099 0.3 -0.4 0.8 0.10
H -4.571 4.533 1.332 0.2 -0.3 0.4 0.07
H -5.962 3.336 1.483 0.6 0.3 0.0 0.10
C -0.885 -9.735 -5.648 1.2 -0.3 0.1 -0.02
C -1.485 -8.389 -5.365 -1.7 0.2 0.0 -0.32
C -0.606 -7.253 -4.978 2.5 -0.4 0.4 -0.25
O -1.297 -6.033 -4.924 0.2 0.0 0.0 -0.20
C -0.445 -4.958 -4.441 -0.3 -1.2 -1.0 -0.04
N -2.142 -7.938 -6.673 -1.1 0.5 -0.4 0.22
H -3.036 -8.440 -6.878 0.9 0.2 0.0 0.20
H -2.389 -6.932 -6.615 0.1 -0.4 0.2 0.16
H -1.497 -8.013 -7.487 -0.4 -0.3 0.6 0.19
H 0.112 -9.550 -6.081 -0.5 -0.5 -0.6 0.11
H -1.547 -10.393 -6.231 0.4 0.5 -0.2 0.11
H -0.647 -10.351 -4.791 -0.2 0.3 0.7 0.10
H -2.244 -8.423 -4.566 -0.3 -0.1 -0.8 0.17
H 0.273 -7.205 -5.664 -0.4 0.2 0.0 0.15
H -0.134 -7.554 -4.011 -0.4 0.4 -0.2 0.15
H 0.049 -5.370 -3.559 0.1 0.7 0.2 0.09
H -1.122 -4.132 -4.283 0.1 0.2 0.4 0.09
H 0.293 -4.681 -5.217 -0.2 -0.2 0.4 0.10
C -2.917 0.340 -8.008 -1.2 0.0 -1.2 -0.04
C -2.045 0.828 -6.916 1.8 1.2 0.8 -0.29
C -1.109 2.101 -7.149 -2.7 -1.0 -2.2 -0.15
O -1.981 3.221 -7.131 0.2 -0.2 0.9 -0.23
C -1.569 4.277 -8.007 0.0 0.0 0.6 -0.03
N -2.875 1.175 -5.639 1.4 -0.5 -1.8 0.23
H -2.248 1.017 -4.803 -0.9 0.2 -0.1 0.12
H -3.044 2.159 -5.869 -0.5 0.4 0.7 0.13
H -3.730 0.615 -5.711 0.2 0.3 0.7 0.16
H -3.536 -0.506 -7.648 0.3 0.2 -0.2 0.10
H -2.308 -0.042 -8.862 -0.5 0.4 0.6 0.12
H -3.641 1.103 -8.391 0.7 -0.5 0.2 0.12
H -1.338 0.065 -6.644 0.1 -0.6 0.4 0.13
H -0.679 2.053 -8.166 0.1 -0.4 0.5 0.14
H -0.336 2.063 -6.430 0.9 0.6 1.1 0.09
H -0.596 4.648 -7.660 0.0 -0.2 -0.6 0.08
H -2.266 5.097 -7.922 -0.4 0.1 0.2 0.09
H -1.629 3.904 -9.020 0.5 0.1 -0.4 0.11
```
Forces are in eV/Å.

gap between HOMO and LUMO	0.335	Ha
lowest unoccupied orbital energy	-0.399	Ha
energy	-159031.827	eV
net charge	+7

This record from the Open Molecules 2025 dataset describes a structure of composition C6H8Br2N2S. The level of theory is wB97M-V/def2-TZVPD.

Structure (XYZ):
```
19
Properties=species:S:1:pos:R:3:forces:R:3:lowdin_charge:R:1
C 2.147 -0.337 -1.138 0.4 0.0 -1.0 -0.23
C 1.388 -0.235 0.043 2.5 -0.4 1.1 -0.49
C -2.364 0.412 -0.601 1.1 0.8 3.2 -0.13
C -0.354 -0.232 1.704 -0.6 -3.5 -0.9 -0.10
C -0.809 0.578 -0.759 -2.2 0.1 1.5 -0.72
C -0.090 -0.351 0.159 0.8 -1.6 3.1 -0.77
N 3.459 -0.222 -0.961 -0.4 0.1 -0.7 -0.29
N 2.206 -0.099 1.127 -0.8 0.4 -1.2 -0.25
S 3.748 0.023 0.612 -1.4 -0.5 -0.3 0.99
Br -0.196 2.406 -0.387 -0.3 -0.1 -0.2 0.76
Br -0.599 -2.252 -0.476 0.5 0.8 0.3 0.70
H 1.697 -0.527 -2.147 0.8 0.2 1.0 0.13
H -2.820 0.819 0.413 1.5 -1.1 -1.8 0.13
H -2.978 0.846 -1.280 -1.1 2.3 -2.5 0.02
H -2.676 -0.580 -0.774 0.2 -1.5 0.5 0.02
H -1.310 -0.698 1.998 0.5 -0.3 -0.2 0.08
H -0.566 0.749 1.789 -0.1 3.7 1.0 0.00
H 0.502 -0.582 2.344 -1.2 0.5 -0.9 0.10
H -0.385 0.282 -1.669 -0.2 0.3 -2.0 0.05
```
Forces are in eV/Å.

gap between HOMO and LUMO	0.353	Ha
lowest unoccupied orbital energy	-0.005	Ha
energy	-160251.122	eV
energy above the lowest of the compared OMol25 structures with the same formula, charge and spin	1.4	kcal per mole

Which of these has the highest lowest unoccupied orbital energy?
C6H8Br2N2S